(1)
# C28H42N3O3SiTl

A structure of composition C28H42N3O3SiTl (the ωB97M-V functional and the def2-TZVPD basis, OMol25).

Cartesian coordinates (Å):
1 Tl -4.60357 -18.30124 -2.91614
2 O -0.23490 -12.89608 -5.26804
3 N -0.65628 -12.76001 -4.08827
4 O -0.30273 -11.92290 -3.26829
5 C -1.72803 -13.58054 -3.70558
6 C -2.42708 -13.20847 -2.53210
7 C -3.46444 -14.00299 -2.05961
8 C -3.99987 -13.78365 -0.78142
9 C -5.20071 -14.44844 -0.46963
10 C -5.60178 -15.61666 -1.23931
11 N -4.87219 -15.97269 -2.25683
12 C -3.88637 -15.19406 -2.70577
13 C -3.22401 -15.59413 -3.85528
14 N -3.42641 -16.83973 -4.33971
15 C -2.91354 -17.19280 -5.55980
16 C -2.07896 -16.40853 -6.30619
17 C -1.64951 -15.19451 -5.73304
18 C -2.15632 -14.78695 -4.48351
19 H -2.19119 -12.29308 -1.96545
20 H -3.58074 -12.99575 -0.21663
21 H -5.79936 -14.09570 0.39951
22 H -6.48813 -16.13394 -0.94435
23 H -3.25634 -18.17141 -5.89154
24 H -1.63019 -16.74182 -7.28891
25 H -0.92058 -14.54422 -6.27549
26 C 0.56835 -17.70114 1.24467
27 C -0.80007 -17.51495 0.49745
28 C -0.73570 -16.57933 -0.74215
29 C -1.69612 -16.68874 1.45938
30 Si -1.67791 -19.13760 -0.06211
31 C -2.71935 -19.93719 1.43625
32 C -4.02359 -19.12802 1.35110
33 C -3.19676 -21.38391 1.21708
34 C -1.86661 -19.92494 2.75689
35 C -0.68081 -20.45697 -1.07826
36 C 0.07469 -21.35818 -0.06424
37 C 0.25177 -19.83219 -2.11079
38 C -1.77104 -21.22308 -1.84555
39 H 1.43561 -17.30973 0.59693
40 H 0.75814 -18.80339 1.35855
41 H 0.57240 -17.33661 2.27377
42 H 0.25285 -16.26826 -0.95137
43 H -1.42507 -15.71519 -0.59959
44 H -1.11072 -17.01530 -1.68425
45 H -1.26363 -15.64027 1.48647
46 H -1.75245 -17.03902 2.47017
47 H -2.74533 -16.63781 1.09480
48 H -4.45728 -19.33446 0.36806
49 H -3.98400 -18.01955 1.42696
50 H -4.54145 -19.52109 2.25943
51 H -4.01492 -21.45264 0.47755
52 H -3.50676 -21.87299 2.17036
53 H -2.32445 -21.87820 0.76696
54 H -1.84297 -18.96259 3.24597
55 H -0.77227 -20.21613 2.69831
56 H -2.36166 -20.56260 3.53616
57 H 1.07189 -20.85142 -0.04175
58 H 0.10389 -22.38628 -0.49188
59 H -0.33017 -21.32447 0.96657
60 H 1.06867 -19.20210 -1.55404
61 H -0.19679 -19.09183 -2.72934
62 H 0.68797 -20.62552 -2.68583
63 H -1.38221 -22.22925 -2.06088
64 H -1.88978 -20.65697 -2.81352
65 H -2.72852 -21.30601 -1.31931
66 C -8.20241 -19.19746 -6.82990
67 C -8.43065 -20.30260 -5.82153
68 C -8.08243 -19.63748 -4.48469
69 O -7.26648 -18.48666 -4.69952
70 C -7.09069 -18.35436 -6.18797
71 H -9.16796 -18.59685 -6.86637
72 H -7.92342 -19.60972 -7.76007
73 H -7.63770 -21.02631 -5.85204
74 H -9.38848 -20.78727 -5.93817
75 H -7.57397 -20.29022 -3.78498
76 H -8.89866 -19.26729 -3.85433
77 H -5.99670 -18.71461 -6.38038
78 H -7.03898 -17.28403 -6.44192

Cartesian forces (eV/Å) of the 2 atoms listed first:
Tl -0.387 -0.896 0.207
O 0.532 0.610 1.119

**Highest occupied orbital energy (spin up / spin down)**: -5.374 / -6.847 eV
**Gap between HOMO and LUMO (spin up / spin down)**: 0.16419 / 0.23358 Ha
**Lowest unoccupied orbital energy (spin up / spin down)**: -0.907 / -0.491 eV
**Total charge**: 0

=====

(2)
# C6H12

A cluster of 3 separate species, C6H12 in total (the ωB97M-V functional and the def2-TZVPD basis, OMol25).

Cartesian coordinates (Å):
1 C 1.22260 0.00630 -1.12712
2 C 0.28326 -0.29700 0.03756
3 C 0.82087 -1.42609 0.90530
4 C -0.29049 0.93758 0.75955
5 C -1.43927 0.95942 -0.07332
6 C -1.22484 -0.48645 -0.49588
7 H 1.34361 -0.87797 -1.76458
8 H 0.83921 0.82569 -1.74469
9 H 2.21481 0.29377 -0.75992
10 H 0.93520 -2.34711 0.32036
11 H 0.14588 -1.64056 1.74207
12 H 1.80479 -1.16930 1.31656
13 H -0.36300 0.86873 1.84163
14 H -0.69201 2.37624 0.98413
15 H -1.59826 1.70125 -0.84724
16 H -1.76169 2.15341 0.86661
17 H -1.34747 -0.75481 -1.55239
18 H -1.73402 -1.22278 0.13402

Cartesian forces (eV/Å) of the 2 atoms listed first:
C 0.012 0.013 -0.043
C 0.193 -0.108 0.028

**Highest occupied orbital energy**: -9.184 eV
**Gap between HOMO and LUMO**: 0.36350 Ha
**Lowest unoccupied orbital energy**: 0.708 eV
**Total charge**: 0

=====

(3)
# C4H5FO2

An isolated molecule of C4H5FO2 (the ωB97M-V functional and the def2-TZVPD basis, OMol25).

Cartesian coordinates (Å):
1 C -1.36175 -0.03636 -0.01266
2 C -0.35007 1.12347 -0.11333
3 C 0.99613 1.22831 -0.01633
4 C 2.03406 0.20726 0.12129
5 H 0.06448 -1.23012 0.08572
6 H -0.94696 2.09159 0.00590
7 H 1.38206 2.23736 0.01753
8 H 2.91778 0.38747 -0.61384
9 H 2.41147 0.31410 1.14521
10 O -0.91759 -1.24937 0.07606
11 O -2.56236 0.17832 0.01215
12 F 1.56673 -1.15202 -0.13556

Cartesian forces (eV/Å) of the 2 atoms listed first:
C -1.315 1.513 -0.204
C -0.758 1.372 1.112

**SMILES**: O=C(O)/C=C\CF
**Highest occupied orbital energy**: -10.308 eV
**Gap between HOMO and LUMO**: 0.39360 Ha
**Lowest unoccupied orbital energy**: 0.402 eV
**Total charge**: 0

=====

(4)
# C32H27IrN8O7S2

A structure of composition C32H27IrN8O7S2 (the ωB97M-V functional and the def2-TZVPD basis, OMol25).

Cartesian coordinates (Å):
1 Ir 0.24213 0.09609 -0.22909
2 C 1.21907 -2.47273 0.66874
3 N 1.11279 -1.72533 -0.62201
4 C 2.47668 -1.42574 -1.13953
5 C 3.09999 -0.32536 -0.29446
6 N 2.25001 0.90428 -0.30559
7 C 2.54982 1.73167 0.88879
8 C 2.47529 1.65942 -1.55006
9 C 3.60565 2.45582 -1.69617
10 C 3.80722 3.17378 -2.86217
11 C 2.86779 3.09742 -3.88283
12 C 1.75340 2.29176 -3.74619
13 C 1.55486 1.54406 -2.58420
14 S 0.20440 0.43839 -2.47436
15 C 0.25740 -2.54274 -1.49476
16 C 0.77730 -3.49022 -2.35563
17 C -0.08704 -4.30062 -3.07966
18 C -1.45702 -4.16134 -2.91503
19 C -1.96930 -3.20738 -2.04830
20 C -1.11915 -2.37171 -1.33118
21 S -1.73983 -1.09069 -0.28199
22 H 1.85566 -3.34798 0.51883
23 H 0.22044 -2.79110 0.95662
24 H 1.61561 -1.83165 1.44850
25 H 2.37238 -1.10291 -2.17421
26 H 3.10306 -2.32019 -1.10115
27 H 4.09509 -0.08931 -0.67911
28 H 3.20516 -0.64014 0.74429
29 H 3.62662 1.86572 1.01285
30 H 2.13563 1.23497 1.76364
31 H 2.07964 2.70379 0.76709
32 H 4.32984 2.53034 -0.89533
33 H 4.68645 3.79438 -2.96982
34 H 2.99957 3.68025 -4.78509
35 H 1.01316 2.23858 -4.53431
36 H 1.84748 -3.60328 -2.47335
37 H 0.31108 -5.03189 -3.76988
38 H -2.13517 -4.78942 -3.47792
39 H -3.03928 -3.08113 -1.94200
40 O -1.47714 6.28448 4.85010
41 N -1.56719 6.32721 3.63732
42 O -1.82882 7.32961 3.00109
43 C -1.34014 5.08898 2.89888
44 C -1.42273 5.09900 1.52362
45 C -1.15695 3.94719 0.81243
46 C -0.80151 2.71869 1.45190
47 O -0.42969 1.64449 0.90750
48 C -0.86702 2.76502 2.88750
49 C -1.07436 3.92064 3.59564
50 N -0.62925 1.54903 3.58458
51 O -1.57618 0.51158 3.02920
52 O -0.46152 1.55345 4.81761
53 N -1.21795 4.05122 -0.64200
54 O -1.82234 4.99651 -1.11660
55 O -0.64828 3.20296 -1.30051
56 H -1.67452 6.00503 0.99396
57 H -1.04840 3.90638 4.67500
58 N -6.28939 -2.76028 8.28309
59 C -5.36413 -2.45203 7.67520
60 C -4.20425 -2.06952 6.91961
61 C -3.03606 -1.68867 7.57430
62 C -1.92067 -1.31957 6.85043
63 C -1.95232 -1.33615 5.45658
64 C -3.12832 -1.69848 4.79935
65 C -4.24235 -2.06363 5.52687
66 N -0.81535 -1.00700 4.71327
67 C 0.42239 -0.78294 5.15432
68 C 1.23204 -0.38549 4.08648
69 N 0.55002 -0.22824 2.97257
70 C -0.83018 -0.60596 3.27601
71 H -3.00942 -1.67154 8.65522
72 H -1.03727 -0.98848 7.37695
73 H -3.18336 -1.67965 3.72009
74 H -5.15175 -2.34643 5.01483
75 H 0.71343 -0.95237 6.17790
76 H 2.29350 -0.19168 4.15275
77 H -1.22918 -1.42658 2.67482

Cartesian forces (eV/Å) of the 2 atoms listed first:
Ir 0.329 -0.153 0.336
C 0.016 -0.066 -0.048

**Highest occupied orbital energy**: -7.568 eV
**Gap between HOMO and LUMO**: 0.22186 Ha
**Lowest unoccupied orbital energy**: -1.531 eV
**Total charge**: 0

=====

Calculated values (kcal/mol) of relative energy (zero: lowest compared OMol25 entry of this formula, charge and spin) for the records, taken in order: 12.6, 147.0, 23.8, 96.4.
Calculated values (eV) of electronic energy for the records, taken in order: -52894.10869, -6410.56680, -11040.45471, -84375.28425.